The following is a DFT calculation (ωB97M-V/def2-TZVPD) of a structure of composition C23H30Cl2MnN5O4 in a non-equilibrium geometry.

The total charge is +1. The orbital gap (alpha / beta) comes out at 7.456 / 7.335 eV. The largest force on an atom comes out at 2.57 eV/A. The relative energy (zero: lowest compared OMol25 entry of this formula, charge and spin) comes out at 17.2 kcal/mol. The spin multiplicity is 2. As for the molar mass: 566.37 Da. For the HOMO energy (alpha / beta), the calculation gives -9.76 / -9.64 eV. The LUMO energy (alpha / beta) is -0.085 / -0.085 Ha.

Last column: natural (NBO) charge in e.
Element x y z (Å)
Mn1 0.5169 -0.6947 0.2289  1.18
C1 0.0432 -3.7200 1.1828  -0.22
C2 -0.9203 -3.6519 0.0247  -0.22
N1 -0.4520 -2.6391 -0.9179  -0.63
C3 -1.4914 -2.1574 -1.8109  -0.26
C4 -2.3165 -1.1044 -1.1203  0.28
C5 -3.5435 -0.6911 -1.6123  -0.26
C6 -4.1906 0.3535 -0.9727  -0.16
C7 -3.6034 0.9443 0.1358  -0.24
C8 -2.3883 0.4466 0.5799  0.23
C9 -1.6905 1.0066 1.7984  -0.26
N2 -0.4326 0.3315 2.0924  -0.62
C10 -0.4674 -0.6192 3.2049  -0.22
C11 -0.8300 -1.9955 2.7043  -0.22
N3 0.2150 -2.3929 1.7668  -0.63
N4 -1.7676 -0.5521 -0.0366  -0.50
H1 1.0172 -4.0498 0.8131  0.20
H2 -0.2996 -4.4601 1.9152  0.20
H3 -1.9175 -3.3657 0.3666  0.20
H4 -1.0104 -4.6375 -0.4421  0.20
H5 0.3200 -2.9983 -1.4666  0.39
H6 -2.1455 -2.9568 -2.1802  0.19
H7 -1.0183 -1.6868 -2.6729  0.25
H8 -3.9764 -1.1772 -2.4781  0.23
H9 -5.1523 0.7006 -1.3310  0.23
H10 -4.0852 1.7595 0.6625  0.22
H11 -2.3778 0.9529 2.6496  0.21
H12 -1.5005 2.0665 1.6214  0.22
H13 0.3041 1.0077 2.2383  0.41
H14 -1.1608 -0.3035 3.9906  0.19
H15 0.5346 -0.6507 3.6331  0.23
H16 -1.7913 -1.9778 2.1846  0.19
H17 -0.9226 -2.6895 3.5477  0.20
H18 1.1074 -2.3360 2.2436  0.39
Cl1 7.8865 -0.8625 1.1952  0.01
C12 6.1505 -0.7828 1.2567  -0.08
C13 5.5200 -0.5262 2.4870  -0.18
C14 4.1591 -0.4471 2.5681  -0.12
Cl2 3.4017 -0.1424 4.1047  0.00
C15 3.3168 -0.6095 1.4276  0.47
O1 2.0459 -0.5020 1.5321  -0.79
C16 3.9879 -0.9001 0.2166  -0.32
C17 3.2510 -1.1500 -0.9811  0.44
O2 2.0258 -1.2324 -1.0956  -0.64
C18 5.3966 -0.9706 0.1412  -0.16
H19 6.1202 -0.3920 3.3775  0.25
H20 3.8515 -1.2999 -1.8904  0.14
H21 5.8718 -1.1872 -0.8088  0.23
O3 0.4960 1.3117 -0.3846  -0.74
C19 0.0875 1.4905 -1.5573  0.77
O4 -0.2879 0.6519 -2.3985  -0.72
C20 0.0393 2.9593 -2.0065  -0.14
N5 -0.7797 2.9627 -3.2878  -0.53
C21 -2.1206 3.5257 -2.9248  -0.23
C22 -1.7695 4.5822 -1.8928  -0.42
C23 -0.6983 3.8948 -1.0344  -0.41
H22 1.0554 3.2737 -2.2355  0.24
H23 -0.7943 1.9378 -3.4859  0.48
H24 -0.3374 3.4888 -4.0349  0.43
H25 -2.6914 2.7058 -2.4878  0.23
H26 -2.6312 3.8897 -3.8118  0.23
H27 -2.6369 4.9117 -1.3251  0.24
H28 -1.3462 5.4545 -2.3972  0.22
H29 -1.1512 3.2966 -0.2442  0.23
H30 -0.0245 4.6060 -0.5652  0.25

Atoms 1-2, force components in eV/Å:
Mn -0.3798 -0.4451 2.5013
C 0.0975 -0.0938 0.1708

---

The following is a DFT calculation (ωB97M-V/def2-TZVPD) of a structure of composition C23H30ClCsFN3O7SeSi.

The total charge is -2. The orbital gap comes out at 5.495 eV. The largest force on an atom comes out at 0.63 eV/A. The relative energy (zero: lowest compared OMol25 entry of this formula, charge and spin) comes out at 10.3 kcal/mol. As for the molar mass: 754.91 Da. For the HOMO energy, the calculation gives -1.63 eV. The LUMO energy is 0.142 Ha.

Last column: natural (NBO) charge in e.
Element x y z (Å)
Cs1 0.3863 -0.0619 0.5321  0.97
C1 -1.8449 4.3615 6.4522  -0.25
O1 -2.0721 5.2474 5.3805  -0.52
C2 -1.8022 4.7739 4.1162  0.33
C3 -2.0374 5.6986 3.0786  -0.39
C4 -1.7917 5.2878 1.7922  -0.12
C5 -1.3039 4.0121 1.4594  -0.38
C6 -0.9561 3.7297 0.0731  0.58
C7 -1.6570 4.5010 -1.0412  -0.72
O2 -0.1182 2.8969 -0.2602  -0.64
C8 -1.0808 3.0460 2.5147  0.56
O3 -0.7139 1.8630 2.3338  -0.78
C9 -1.3504 3.5104 3.8595  -0.45
H1 -2.0943 4.9099 7.3593  0.18
H2 -0.7996 4.0408 6.4940  0.18
H3 -2.4784 3.4725 6.3768  0.17
H4 -2.3911 6.6949 3.3054  0.20
H5 -1.9520 6.0093 0.9994  0.19
H6 -2.5053 5.0958 -0.7109  0.20
H7 -2.0133 3.7803 -1.7792  0.25
H8 -0.9350 5.1489 -1.5445  0.22
H9 -1.1752 2.7810 4.6372  0.21
C10 1.9670 -5.3366 -0.3679  -1.14
Si1 0.6475 -4.4671 0.6738  1.81
C11 -0.2561 -5.8580 1.5990  -1.12
C12 -0.5674 -3.7339 -0.5535  -1.13
N1 1.1566 -3.2605 1.7103  -1.16
C13 1.9983 -3.2377 2.7392  0.15
C14 2.8796 -4.2845 3.1445  -0.32
C15 3.7157 -4.1786 4.2450  -0.21
C16 3.7428 -3.0328 5.0292  -0.33
C17 2.8967 -1.9735 4.6836  -0.31
C18 2.0846 -2.0932 3.5902  0.38
F1 1.2474 -1.0598 3.2812  -0.37
H10 1.5066 -6.0800 -1.0283  0.21
H11 2.7234 -5.8368 0.2411  0.21
H12 2.4729 -4.5993 -0.9963  0.25
H13 -0.6149 -6.6327 0.9120  0.21
H14 -1.1139 -5.4524 2.1432  0.22
H15 0.4076 -6.3287 2.3296  0.22
H16 -1.0141 -4.4763 -1.2202  0.22
H17 -0.0548 -3.0030 -1.1863  0.25
H18 -1.3764 -3.2196 -0.0229  0.22
H19 2.8709 -5.1853 2.5428  0.19
H20 4.3690 -5.0062 4.5062  0.18
H21 4.4030 -2.9603 5.8844  0.19
H22 2.8727 -1.0556 5.2596  0.20
C19 -2.8011 0.5967 -7.2013  -0.41
N2 -1.6558 0.7977 -6.3483  -0.37
C20 -0.4598 0.1122 -6.4701  -0.09
C21 0.3504 0.5590 -5.4932  -0.05
N3 -0.3620 1.4941 -4.7745  -0.36
C22 0.1908 2.2342 -3.6516  -0.41
C23 -1.5917 1.6659 -5.3082  0.26
Se1 -2.9156 2.8601 -4.7967  -0.41
H23 -2.4710 0.5581 -8.2394  0.19
H24 -3.4830 1.4310 -7.0564  0.25
H25 -3.3168 -0.3330 -6.9546  0.20
H26 -0.3073 -0.6631 -7.1986  0.22
H27 1.3257 0.2223 -5.1842  0.28
H28 0.7836 3.0752 -4.0155  0.19
H29 0.8337 1.5898 -3.0465  0.25
H30 -0.6105 2.6320 -3.0436  0.25
O4 2.8113 -0.4337 -3.8389  -0.89
Cl1 2.0461 -1.4681 -3.1625  2.55
O5 2.9349 -2.4720 -2.6505  -0.85
O6 1.1020 -2.0415 -4.0842  -0.87
O7 1.3182 -0.8642 -2.0493  -0.92

Atoms 1-2, force components in eV/Å:
Cs 0.0001 -0.1445 0.2821
C -0.0078 0.0153 -0.0587

---

The following is a DFT calculation (ωB97M-V/def2-TZVPD) of a structure of composition C23H30F5O6TeTl in a non-equilibrium geometry.

The total charge is -2. The orbital gap comes out at 2.472 eV. The largest force on an atom comes out at 5.08 eV/A. The relative energy (zero: lowest compared OMol25 entry of this formula, charge and spin) comes out at 0.0 kcal/mol. As for the molar mass: 829.46 Da. For the HOMO energy, the calculation gives 0.61 eV. The LUMO energy is 0.113 Ha.

Last column: natural (NBO) charge in e.
Element x y z (Å)
C1 0.2737 -0.5193 -3.8685  -0.25
C2 -0.0735 -1.0394 -2.4655  -0.39
C3 -0.0419 0.9967 -3.8719  -0.39
C4 -1.0465 1.1922 -2.7265  -0.28
H1 -0.4740 1.2426 -4.8470  0.25
H2 0.8887 1.5631 -3.7433  0.22
C5 -1.2881 -0.1962 -2.0666  -0.22
H3 0.7823 -0.8397 -1.8015  0.24
H4 -0.2695 -2.1212 -2.4773  0.24
C6 -1.5155 -0.0345 -0.5669  -0.08
H5 -2.1836 -0.6574 -2.5131  0.21
H6 -2.0021 1.5489 -3.1355  0.22
C7 -0.6329 2.1606 -1.5857  0.39
C8 1.6592 -0.8799 -4.3623  0.82
C9 -0.5112 -1.2665 -4.9473  0.83
O1 -1.1687 -0.7558 -5.8384  -0.61
O2 2.5550 -1.3396 -3.6758  -0.57
O3 1.7691 -0.7091 -5.6978  -0.52
O4 -0.3356 -2.5994 -4.8548  -0.51
C10 -0.8191 -3.3210 -5.9902  -0.26
H7 -0.6069 -4.3655 -5.7695  0.20
H8 -0.2835 -3.0018 -6.8925  0.19
H9 -1.8927 -3.1563 -6.1274  0.20
C11 3.0241 -1.1481 -6.2161  -0.26
H10 3.8504 -0.5943 -5.7547  0.20
H11 2.9740 -0.9557 -7.2871  0.19
H12 3.1607 -2.2193 -6.0215  0.19
O5 -1.0743 1.2784 -0.1620  -0.69
H13 -0.9714 -0.7697 0.0452  0.24
H14 -2.5889 -0.1039 -0.3294  0.19
C12 -1.4680 3.4198 -1.5354  -0.65
C13 0.8437 2.3909 -1.3652  -0.67
H15 1.2574 3.0208 -2.1648  0.20
H16 1.3963 1.4440 -1.3251  0.24
H17 1.0011 2.9225 -0.4149  0.25
H18 -1.3354 3.9448 -0.5812  0.24
H19 -2.5300 3.1778 -1.6660  0.22
H20 -1.1634 4.0970 -2.3468  0.21
Tl1 -0.6829 1.8173 2.0449  0.81
C14 -2.1983 -0.3658 5.0179  -0.34
C15 -2.6717 -0.2399 3.6815  -0.44
C16 -2.1748 -1.3502 2.9335  -0.41
H21 -3.3194 0.5540 3.3116  0.17
C17 -1.3828 -2.1476 3.8108  -0.33
C18 -1.3879 -1.5336 5.0914  -0.30
H22 -0.8494 -1.8786 5.9677  0.20
H23 -2.4068 0.3221 5.8244  0.21
H24 -2.3842 -1.5664 1.8864  0.16
H25 -0.8582 -3.0613 3.5428  0.18
C19 2.3097 0.3281 4.0967  -0.33
C20 2.0737 -0.7002 5.0569  -0.34
C21 1.7974 -1.9037 4.3498  -0.33
H26 2.0716 -0.5863 6.1323  0.19
C22 1.8893 -1.6313 2.9530  -0.37
C23 2.2014 -0.2468 2.7956  -0.43
H27 2.3511 0.2779 1.8516  0.16
H28 2.5341 1.3627 4.3113  0.20
H29 1.5525 -2.8619 4.8033  0.17
H30 1.7391 -2.3501 2.1498  0.17
F1 0.1498 4.1917 6.2748  -0.65
Te1 0.0975 2.2914 6.3770  3.37
F2 0.0119 2.5177 8.2627  -0.63
F3 0.0227 0.4208 6.8017  -0.62
F4 1.9900 2.1995 6.6202  -0.64
F5 -1.8194 2.3219 6.4299  -0.65
O6 0.1849 2.0120 4.5709  -1.16

Atoms 1-2, force components in eV/Å:
C -0.1456 -0.6008 -0.6382
C 0.5043 0.0884 -0.0100